Here is a molecular structure, C53H132BaCuN7O17 from OMol25. Energies are from ωB97M-V/def2-TZVPD.

- Kohn-Sham gap (eV) = 5.9
- E_HOMO (Eh) = -0.4165
- LUMO energy (eV) = -5.40
- spin multiplicity = 1
- calculated total energy (eV) = -147649.328
- net charge = +2

The geometry in XYZ format:
```
211
C53H132BaCuN7O17, DFT ωB97M-V/def2-TZVPD
Ba -7.141 -6.417 -19.864
Cu -4.183 -9.665 -21.121
C -5.838 -10.187 -18.673
C -4.536 -9.711 -18.069
C -3.691 -10.995 -18.003
C -2.232 -10.729 -17.730
C -1.696 -9.568 -18.582
C -2.553 -8.296 -18.617
N -3.913 -8.732 -18.973
O -4.770 -7.849 -19.649
C -1.919 -7.550 -19.788
C -2.362 -7.395 -17.386
C -4.837 -9.232 -16.637
H -6.708 -9.521 -18.639
H -6.326 -11.073 -18.253
H -5.733 -10.409 -19.746
H -3.844 -11.600 -18.901
H -4.099 -11.603 -17.190
H -1.705 -11.667 -17.910
H -2.160 -10.490 -16.664
H -1.355 -9.930 -19.553
H -0.785 -9.269 -18.048
H -0.843 -7.473 -19.627
H -2.350 -6.551 -19.904
H -2.034 -8.001 -20.773
H -2.099 -7.942 -16.478
H -3.306 -6.886 -17.161
H -1.639 -6.582 -17.459
H -5.396 -8.295 -16.678
H -4.006 -9.101 -15.943
H -5.429 -10.009 -16.144
C -3.908 -12.163 -13.766
C -4.728 -12.910 -14.814
O -5.586 -13.854 -14.186
H -3.198 -11.448 -14.184
H -3.356 -12.904 -13.183
H -4.572 -11.681 -13.046
H -4.006 -13.375 -15.490
H -5.449 -12.243 -15.290
H -5.062 -14.549 -13.773
C -8.524 -10.502 -14.670
C -9.990 -10.780 -14.512
O -10.500 -11.343 -15.706
H -8.125 -9.802 -13.928
H -8.391 -9.898 -15.580
H -7.749 -11.259 -14.797
H -10.499 -9.847 -14.231
H -10.288 -11.370 -13.639
H -10.957 -12.173 -15.558
C -7.462 -15.259 -19.259
C -8.047 -13.870 -19.029
O -9.028 -13.620 -20.037
H -8.252 -16.011 -19.298
H -6.707 -15.576 -18.545
H -7.076 -15.233 -20.278
H -7.298 -13.080 -19.037
H -8.551 -13.873 -18.055
H -9.800 -14.167 -19.870
C 1.465 -13.558 -21.226
C 0.578 -13.648 -19.967
O -0.083 -12.414 -19.780
H 2.454 -13.342 -20.816
H 1.009 -12.864 -21.926
H 1.692 -14.496 -21.739
H 1.223 -13.906 -19.127
H -0.152 -14.462 -20.018
H 0.178 -11.986 -18.962
C 5.364 -6.162 -24.842
O 3.958 -6.119 -24.700
C 3.478 -4.982 -24.024
C 3.491 -4.987 -22.504
N 2.510 -5.851 -21.870
C 2.826 -7.286 -22.179
C 2.067 -8.102 -21.163
O 2.674 -7.874 -19.909
C 2.509 -8.898 -18.969
H 5.845 -5.269 -25.243
H 5.564 -7.075 -25.399
H 5.855 -6.348 -23.876
H 2.471 -4.791 -24.416
H 4.000 -4.100 -24.424
H 3.424 -3.946 -22.177
H 4.507 -5.253 -22.162
H 2.542 -5.813 -20.857
H 3.909 -7.432 -22.162
H 2.423 -7.420 -23.182
H 2.174 -9.169 -21.428
H 0.977 -8.003 -21.224
H 1.453 -9.116 -18.755
H 2.939 -8.678 -17.992
H 2.981 -9.820 -19.327
C -2.885 -15.383 -20.924
O -4.309 -15.393 -20.920
C -4.907 -14.403 -21.714
C -4.772 -13.004 -21.083
N -4.365 -11.931 -22.018
C -2.947 -11.949 -22.317
C -2.416 -10.840 -23.199
O -2.506 -9.564 -22.559
C -1.643 -8.629 -23.179
H -2.568 -15.258 -21.964
H -2.533 -16.292 -20.448
H -2.419 -14.556 -20.373
H -5.967 -14.595 -21.875
H -4.459 -14.500 -22.717
H -4.038 -13.117 -20.288
H -5.760 -12.692 -20.747
H -4.917 -11.996 -22.866
H -2.649 -12.858 -22.865
H -2.333 -12.003 -21.412
H -2.975 -10.758 -24.138
H -1.376 -11.094 -23.414
H -0.610 -8.716 -22.824
H -1.847 -7.605 -22.860
H -1.724 -8.674 -24.264
C -0.478 -15.692 -17.058
O -1.703 -15.940 -17.763
C -2.806 -15.335 -17.152
C -4.095 -16.091 -17.466
N -4.341 -17.187 -16.526
C -5.644 -17.794 -16.746
C -5.741 -18.625 -18.018
O -4.889 -19.749 -18.007
C -5.368 -20.830 -17.226
H -0.692 -15.950 -16.015
H -0.177 -14.642 -17.083
H 0.251 -16.360 -17.506
H -3.023 -14.285 -17.411
H -2.733 -15.258 -16.057
H -4.042 -16.426 -18.509
H -4.926 -15.384 -17.379
H -3.541 -17.802 -16.629
H -6.416 -17.027 -16.665
H -5.830 -18.461 -15.899
H -5.494 -18.000 -18.886
H -6.730 -18.936 -18.389
H -5.841 -20.447 -16.317
H -4.508 -21.379 -16.842
H -6.042 -21.483 -17.780
C 0.574 -0.410 -21.005
O -0.522 -0.948 -20.292
C -0.297 -1.196 -18.910
C 0.841 -2.208 -18.627
N 1.863 -1.700 -17.712
C 1.474 -1.260 -16.371
C 0.717 -2.318 -15.588
O -0.451 -2.833 -16.181
C -1.265 -3.654 -15.392
H 0.942 0.533 -20.586
H 0.235 -0.246 -22.024
H 1.422 -1.100 -21.028
H -1.226 -1.668 -18.591
H -0.054 -0.232 -18.453
H 1.249 -2.513 -19.594
H 0.442 -3.173 -18.318
H 2.296 -0.903 -18.165
H 0.742 -0.433 -16.390
H 2.387 -0.930 -15.883
H 0.457 -1.840 -14.632
H 1.394 -3.143 -15.320
H -1.375 -3.424 -14.329
H -1.222 -4.736 -15.537
H -2.252 -3.365 -15.784
C 1.438 -12.109 -16.137
O 1.865 -13.304 -16.788
C 3.258 -13.517 -16.856
C 3.617 -15.000 -17.004
N 2.712 -15.874 -16.233
C 3.043 -15.716 -14.793
C 2.233 -16.752 -14.029
O 2.375 -16.535 -12.639
C 1.482 -17.249 -11.814
H 1.278 -12.325 -15.078
H 0.624 -11.655 -16.692
H 2.291 -11.422 -16.079
H 3.749 -13.191 -15.926
H 3.817 -12.919 -17.588
H 4.664 -15.153 -16.744
H 3.511 -15.321 -18.047
H 1.876 -15.319 -16.391
H 2.805 -14.683 -14.516
H 4.113 -15.849 -14.642
H 2.668 -17.731 -14.265
H 1.167 -16.758 -14.281
H 1.700 -16.884 -10.808
H 1.799 -18.297 -11.812
H 0.415 -17.099 -11.993
C -4.264 -4.594 -19.116
O -5.589 -4.648 -18.643
C -5.814 -4.282 -17.287
C -6.503 -5.439 -16.532
N -7.752 -5.910 -17.168
C -8.298 -7.079 -16.465
C -9.350 -7.783 -17.319
O -8.681 -8.379 -18.443
C -9.292 -9.583 -18.900
H -3.889 -3.626 -19.467
H -4.270 -5.148 -20.060
H -3.548 -5.015 -18.411
H -6.503 -3.431 -17.330
H -4.914 -3.914 -16.795
H -6.561 -5.067 -15.503
H -5.838 -6.306 -16.518
H -8.415 -5.174 -16.924
H -8.878 -6.761 -15.587
H -7.512 -7.708 -16.050
H -10.035 -7.036 -17.730
H -9.896 -8.484 -16.687
H -9.077 -10.385 -18.191
H -8.878 -9.865 -19.869
H -10.373 -9.538 -19.053
```

These are the Mulliken partial charges, in e, on atoms 1 to 99:
1 Ba 1.8997
2 Cu -0.0109
3 C -1.3787
4 C 3.3052
5 C 0.5382
6 C 0.0192
7 C -1.4595
8 C 2.3852
9 N 1.2032
10 O -0.6592
11 C -1.1040
12 C -1.6838
13 C -0.2791
14 H -0.6509
15 H 0.3233
16 H -0.1903
17 H -1.1725
18 H -0.3105
19 H -0.1046
20 H 0.2515
21 H 0.3546
22 H 0.3592
23 H 0.6637
24 H 0.0086
25 H -0.9180
26 H 0.2844
27 H -0.3121
28 H 0.5957
29 H -1.2170
30 H 0.2853
31 H 0.0347
32 C -1.3037
33 C 2.0675
34 O -0.6018
35 H 0.2666
36 H 0.4437
37 H 0.2863
38 H -0.8814
39 H -0.5694
40 H 0.3698
41 C -0.3183
42 C -0.5454
43 O -0.4884
44 H 0.4376
45 H -0.2894
46 H 0.2017
47 H 0.2653
48 H 0.4379
49 H 0.2937
50 C -0.5797
51 C 0.4144
52 O -0.6116
53 H 0.5880
54 H -0.2024
55 H 0.1674
56 H -0.5383
57 H 0.4914
58 H 0.3541
59 C -1.4705
60 C 1.2160
61 O 0.2307
62 H 0.3868
63 H 0.2591
64 H 0.3642
65 H -0.7831
66 H -0.0147
67 H -0.1552
68 C -0.7724
69 O -0.3232
70 C -0.7538
71 C -0.5570
72 N -0.4230
73 C -0.7452
74 C 0.2924
75 O -0.3699
76 C -0.2926
77 H 0.3270
78 H 0.2615
79 H 0.3099
80 H 0.3371
81 H 0.4618
82 H 0.4090
83 H 0.3451
84 H 0.2972
85 H 0.2677
86 H 0.3590
87 H 0.4152
88 H -0.2358
89 H -0.1381
90 H 0.3407
91 H 0.4163
92 C -0.6467
93 O -0.2846
94 C -1.0882
95 C 0.5316
96 N 0.1342
97 C -0.3349
98 C -0.7975
99 O 0.1372